(1)
The following is a DFT calculation (ωB97M-V/def2-TZVPD) of a cluster of 2 separate species, CH2N2O3 in total in a non-equilibrium geometry.

Values from the calculation:
* F_max: 0.1003 Eh/bohr
* net charge: 0
* electronic energy: -374.26656 Eh
* Kohn-Sham gap (alpha / beta): 9.50 / 9.18 eV

Each line ends with the Mulliken charge.
Positions of all 8 atoms, in Å:
C 0.2604 0.8403 1.0380  0.012
N -0.4038 0.9277 -0.2314  -0.259
N -0.0894 -1.3032 -1.3391  0.775
O 1.0645 -1.5694 -1.4517  -0.409
O -1.1630 -1.6113 -1.6698  -0.396
O -1.1485 0.8509 0.9166  -0.193
H 0.7269 0.0154 1.3950  0.279
H 0.7530 1.8496 1.3424  0.191


(2)
The following is a DFT calculation (ωB97M-V/def2-TZVPD) of a cluster of 2 separate species, C5H10N2O in total in a non-equilibrium geometry.

Values from the calculation:
* F_max: 0.0980 Eh/bohr
* net charge: 0
* electronic energy: -381.04765 Eh
* Kohn-Sham gap: 9.20 eV
* SMILES: [H]/N=C\NO.C=C1CC1

Each line ends with the Mulliken charge.
Positions of all 18 atoms, in Å:
H 0.3923 -3.2047 -1.7002  0.274
N 1.2579 -2.7302 -1.4484  -0.629
C 1.0932 -1.5959 -0.9338  0.020
N -0.1156 -0.8478 -0.8771  -0.222
O -1.3355 -1.5707 -1.0084  -0.451
H 1.9353 -1.0058 -0.5903  0.331
H -0.1662 -0.0254 -1.4726  0.288
H -1.5322 -1.9104 -0.1151  0.331
C -0.7741 1.9244 -0.6687  -0.899
C -0.3071 1.1818 0.3173  0.459
C 0.7337 1.2774 1.3506  -0.432
C -0.5029 0.6161 1.9148  -0.625
H -1.6675 1.6719 -1.2212  0.359
H -0.1262 2.6068 -1.1997  0.289
H 1.6412 0.6877 1.2237  0.129
H 0.9488 2.2838 1.6961  0.286
H -0.6022 -0.4612 1.9245  0.181
H -0.8729 1.1020 2.8089  0.313